Entry from the Open Molecules 2025 dataset: a 2-piece molecular cluster, C4H9Cl3Si2 overall in a non-equilibrium geometry (ωB97M-V with the def2-TZVPD basis set).

Geometry as ORCA input:
```
! wB97M-V def2-TZVPD RIJCOSX def2/J DEFGRID3
* xyz 0 1
C -0.71 1.95 2.49
C -0.24 0.72 2.33
C -1.54 -1.63 -0.82
C 1.38 -0.45 -2.33
Si 0.59 0.11 0.86
Si 1.27 0.98 -1.15
Cl 2.17 -0.97 1.51
Cl -0.18 2.18 -1.89
Cl 2.88 2.15 -1.14
H -1.36 2.32 3.33
H -0.62 2.72 1.74
H -0.31 0.05 3.20
H -1.01 -1.58 -1.80
H -1.33 -2.52 -0.26
H -2.58 -1.58 -0.83
H 2.07 -1.34 -2.10
H 0.37 -0.91 -2.41
H 1.68 -0.10 -3.33
*
```

Summary:
E (Ha): -2117.38444
Lowest unoccupied orbital energy (spin up / spin down) (eV): -0.40 / -0.72
Kohn-Sham gap (spin up / spin down) (eV): 7.00 / 8.24

***

Entry from the Open Molecules 2025 dataset: a 2-piece molecular cluster, C4H9ClN2OS overall in a non-equilibrium geometry (ωB97M-V with the def2-TZVPD basis set).

Geometry as ORCA input:
```
! wB97M-V def2-TZVPD RIJCOSX def2/J DEFGRID3
* xyz 0 1
C 1.84 0.49 0.05
C 1.27 2.79 -0.28
C -2.07 -1.18 -1.19
C -1.09 -1.67 1.29
N 2.25 -0.66 0.12
N -0.17 0.36 -0.34
O 2.16 1.73 0.02
S -0.39 -1.22 -0.38
Cl 3.88 -1.12 0.69
H 1.67 3.59 -0.85
H 0.82 3.26 0.68
H 0.42 2.28 -0.90
H -1.74 -1.42 -2.22
H -2.51 -0.22 -0.85
H -2.49 -2.07 -0.79
H -1.67 -2.55 1.46
H -1.89 -0.85 1.46
H -0.28 -1.55 2.04
*
```

Summary:
E (Ha): -1200.70565
Lowest unoccupied orbital energy (eV): 0.10
Kohn-Sham gap (eV): 8.45